# C28H39ClN5O7SbSr

A structure of composition C28H39ClN5O7SbSr (ωB97M-V/def2-TZVPD, OMol25).

Geometry as XYZ:
```
82
C28H39ClN5O7SbSr, DFT ωB97M-V/def2-TZVPD
Sr 2.058 -1.163 0.561
O 3.546 -5.120 -0.596
C 2.836 -4.237 -0.125
O 2.360 -3.214 -0.708
C 2.554 -4.268 1.406
C 3.019 -5.250 2.267
C 2.866 -5.038 3.634
C 2.319 -3.858 4.121
C 1.867 -2.924 3.197
N 1.961 -3.184 1.899
C 1.398 -1.465 3.569
O 1.692 -1.047 4.672
O 0.833 -0.867 2.593
H 3.502 -6.131 1.871
H 3.218 -5.788 4.331
H 2.264 -3.641 5.177
N 5.991 -3.534 -1.037
C 5.458 -2.328 -1.652
C 4.747 -1.501 -0.610
O 4.920 -1.891 0.656
O 4.001 -0.576 -0.854
H 6.872 -3.815 -1.438
H 5.314 -4.300 -1.081
H 5.542 -2.675 0.550
H 4.719 -2.511 -2.437
H 6.248 -1.698 -2.067
C 4.811 1.504 4.105
Sb 3.613 1.081 2.421
C 2.043 2.483 2.775
C 4.707 2.350 1.076
H 4.953 2.580 4.173
H 5.775 1.012 4.007
H 4.319 1.137 5.001
H 2.455 3.418 3.151
H 1.340 2.053 3.482
H 1.521 2.690 1.841
H 4.839 3.335 1.520
H 4.174 2.450 0.131
H 5.683 1.918 0.864
C -3.042 3.197 0.984
C -3.782 2.530 -0.181
C -5.254 2.952 -0.059
C -3.747 1.012 0.005
C -3.195 3.025 -1.546
O -3.393 4.460 -1.587
C -3.867 2.493 -2.833
C -3.475 1.188 -3.541
C -4.051 -0.090 -2.996
C -3.227 -1.109 -2.537
C -3.748 -2.279 -2.004
C -5.121 -2.428 -1.945
Cl -5.797 -3.887 -1.271
C -5.973 -1.444 -2.423
C -5.430 -0.286 -2.949
C -1.655 3.049 -1.637
N -0.876 1.806 -1.603
C -0.509 1.064 -0.565
N 0.334 0.110 -0.939
C 0.467 0.349 -2.268
N -0.233 1.357 -2.719
H -3.595 3.016 1.907
H -2.955 4.274 0.849
H -2.041 2.806 1.161
H -5.665 2.525 0.856
H -5.875 2.583 -0.875
H -5.381 4.031 0.024
H -3.915 0.785 1.059
H -2.811 0.541 -0.282
H -4.529 0.510 -0.561
H -4.330 4.632 -1.715
H -3.685 3.294 -3.554
H -4.950 2.493 -2.677
H -2.395 1.100 -3.630
H -3.831 1.308 -4.569
H -2.155 -0.977 -2.587
H -3.107 -3.067 -1.637
H -7.042 -1.593 -2.381
H -6.096 0.482 -3.324
H -1.272 3.680 -0.837
H -1.367 3.516 -2.578
H -0.861 1.242 0.435
H 1.093 -0.240 -2.917
```

Computed properties:
HOMO-LUMO gap	8.895	eV
highest occupied orbital energy	-8.5	eV
calculated total energy	-71352.425	eV